[1]
# C48H34BBr3KN9O2

C48H34BBr3KN9O2 as an isolated structure in a non-equilibrium geometry (ωB97M-V/def2-TZVPD, the OMol25 dataset).

Values from the calculation:
**Total charge**: -2
**Max |F|**: 0.020 Eh/bohr
**Orbital gap**: 4.73 eV
**E_HOMO**: -0.945 eV
**E_LUMO**: 0.139 Eh

Each line ends with the Mulliken charge.
Atoms and positions in Å:
K (0.202, -1.514, -1.019)  1.084
C (1.466, -2.793, -7.676)  -0.552
C (0.974, -1.485, -7.909)  -0.575
C (0.742, -0.619, -6.866)  -0.180
C (1.009, -1.050, -5.558)  0.227
C (0.879, -0.455, -4.266)  -0.616
N (0.516, 0.861, -4.089)  -0.476
C (0.075, 1.414, -3.016)  -0.564
C (0.033, 2.870, -2.794)  -0.123
C (0.291, 3.945, -3.627)  -0.093
C (0.214, 5.222, -3.087)  -0.601
C (-0.096, 5.412, -1.739)  -0.853
C (-0.338, 4.329, -0.899)  -0.184
C (-0.272, 3.052, -1.440)  0.508
C (-0.504, 1.687, -0.873)  -0.103
N (-0.510, -0.028, 1.095)  0.065
C (0.418, -0.632, 1.685)  -0.589
N (0.639, -2.030, 1.455)  0.310
C (1.878, -2.313, 1.732)  0.010
N (2.578, -3.421, 1.389)  -0.514
C (2.569, -3.831, 0.124)  -0.577
N (2.092, -3.194, -0.942)  -0.095
C (2.442, -3.883, -2.100)  -0.294
N (2.252, -3.600, -3.341)  -0.381
C (1.681, -2.468, -3.907)  -0.694
N (1.296, -1.320, -3.313)  -0.224
C (1.504, -2.357, -5.323)  0.300
C (1.731, -3.231, -6.398)  -0.177
C (3.163, -5.117, -1.689)  -0.175
C (3.711, -6.165, -2.410)  0.107
C (4.343, -7.182, -1.703)  -0.539
C (4.432, -7.147, -0.310)  -0.612
C (3.887, -6.087, 0.409)  -0.129
C (3.253, -5.084, -0.301)  0.310
C (2.514, -1.193, 2.497)  -0.456
C (3.752, -1.078, 3.095)  -0.369
C (4.063, 0.136, 3.706)  -0.554
C (3.162, 1.197, 3.678)  -0.763
C (1.925, 1.081, 3.045)  -0.192
C (1.613, -0.135, 2.469)  0.478
N (-0.336, 0.801, -1.810)  0.040
H (1.633, -3.455, -8.519)  0.373
H (0.777, -1.168, -8.928)  0.351
H (0.359, 0.380, -7.041)  0.481
H (0.544, 3.782, -4.668)  0.523
H (0.400, 6.085, -3.717)  0.343
H (-0.146, 6.418, -1.338)  0.433
H (-0.568, 4.481, 0.146)  0.529
H (2.108, -4.230, -6.214)  0.475
H (3.643, -6.177, -3.491)  0.555
H (4.777, -8.017, -2.243)  0.372
H (4.936, -7.952, 0.213)  0.376
H (3.956, -6.036, 1.488)  0.513
H (4.453, -1.903, 3.081)  0.510
H (5.021, 0.261, 4.197)  0.368
H (3.436, 2.136, 4.146)  0.432
H (1.232, 1.910, 2.983)  0.790
Br (-2.070, -2.659, -3.474)  -0.064
C (-3.592, -2.451, -2.316)  -0.470
Br (-3.527, -0.845, -1.264)  -0.039
H (-3.572, -3.280, -1.622)  0.268
H (-4.481, -2.425, -2.934)  0.387
Br (-2.193, -2.903, 4.103)  -0.189
C (-1.684, -3.706, 2.463)  -0.342
C (-0.695, -4.669, 2.435)  -0.111
C (-0.323, -5.169, 1.202)  -0.320
C (-0.973, -4.700, 0.070)  -0.417
N (-1.938, -3.783, 0.103)  -0.165
C (-2.267, -3.270, 1.288)  -0.126
H (-0.200, -4.983, 3.344)  0.391
H (0.482, -5.886, 1.111)  0.399
H (-0.714, -5.090, -0.909)  0.427
H (-3.003, -2.474, 1.294)  0.397
C (-2.282, 5.468, 5.627)  -1.709
C (-3.012, 5.803, 4.319)  2.225
C (-2.331, 7.013, 3.663)  -1.666
C (-4.445, 6.203, 4.667)  -2.254
C (-2.953, 4.605, 3.370)  0.271
C (-4.085, 3.974, 2.887)  -0.010
C (-4.010, 2.879, 2.003)  -2.156
C (-2.772, 2.432, 1.612)  0.969
O (-2.469, 1.429, 0.788)  -0.814
B (-0.951, 1.341, 0.683)  0.889
O (-0.507, 2.498, 1.594)  -0.400
C (-1.608, 3.064, 2.097)  -0.402
C (-1.687, 4.130, 2.960)  -0.391
H (-2.306, 6.324, 6.310)  0.470
H (-1.240, 5.206, 5.444)  0.308
H (-2.755, 4.617, 6.121)  0.355
H (-2.355, 7.879, 4.332)  0.442
H (-2.837, 7.279, 2.733)  0.364
H (-1.289, 6.799, 3.421)  0.325
H (-4.432, 7.061, 5.345)  0.436
H (-4.978, 5.389, 5.163)  0.415
H (-5.009, 6.487, 3.776)  0.419
H (-5.068, 4.317, 3.180)  0.408
H (-4.907, 2.398, 1.634)  0.469
H (-0.767, 4.589, 3.306)  0.400

[2]
# C2H7S2

C2H7S2 as an isolated structure in a non-equilibrium geometry (ωB97M-V/def2-TZVPD, the OMol25 dataset).

Values from the calculation:
**Total charge**: -1
**Max |F|**: 0.036 Eh/bohr
**Orbital gap**: 6.91 eV
**E_HOMO**: -3.030 eV
**E_LUMO**: 0.143 Eh

Each line ends with the natural charge from an NBO analysis.
Atoms and positions in Å:
S (-0.305, 0.383, 2.586)  -0.617
H (-1.512, 0.893, 2.408)  0.111
C (0.771, 0.601, -2.619)  -0.643
C (1.047, -0.366, -1.442)  -0.509
S (-0.578, -0.647, -0.575)  -0.511
H (0.867, 0.080, -3.595)  0.185
H (1.217, 1.580, -2.534)  0.196
H (-0.309, 0.711, -2.723)  0.225
H (1.490, -1.296, -1.815)  0.179
H (1.741, 0.039, -0.727)  0.191
H (-0.395, -0.334, 1.190)  0.192

Energy relative to the best compared isomer or geometry (same formula, charge and spin) / kJ/mol: 34.84; 69.65